1.
C20H49ClN4O3P | ωB97M-V/def2-TZVPD

## Properties
HOMO energy: -0.1559 Ha
Kohn-Sham gap: 6.491 eV
E_LUMO: 0.083 Eh
2S+1: 1
E: -2037.787229 Ha
Net charge: -1

The geometry in XYZ format:
```
78
Properties=species:S:1:pos:R:3:forces:R:3:lowdin_charge:R:1
N -1.4517 1.3741 -1.5413 0.1 0.1 -0.2 0.012
C -2.5775 2.1135 -2.1380 0.0 0.0 -0.1 -0.524
C -3.0269 3.3959 -1.3351 0.1 0.0 -0.2 -0.761
O -3.0209 3.2947 -0.1022 0.0 0.0 0.1 -0.049
O -3.3148 4.3541 -2.0833 0.0 0.0 0.1 -0.086
P -3.9297 0.9306 -2.5315 0.1 0.0 0.0 0.551
O -4.8858 1.1577 -1.2197 -0.1 -0.1 -0.1 -0.356
Cl -4.9813 1.9888 -4.0091 0.0 0.0 0.0 0.132
H -0.7892 1.1363 -2.2682 0.0 -0.2 0.1 0.027
H -1.7045 0.5223 -1.0548 -0.1 0.1 0.1 0.026
H -2.2650 2.4870 -3.1183 0.0 -0.1 0.1 0.045
H -5.5837 0.4916 -1.2138 0.1 0.0 0.1 0.035
C -2.8335 0.6951 1.7658 -0.1 -0.1 0.0 -0.088
C -3.2918 -0.3281 2.7912 0.0 0.1 0.0 -0.266
N -2.7793 -1.6698 2.5388 0.0 0.0 0.1 -0.200
C -3.4163 -2.7016 3.3298 0.0 -0.1 0.0 -0.260
C -3.2289 -2.6703 4.8536 0.0 0.0 0.0 -0.091
C -1.3386 -1.7693 2.3980 0.1 0.0 -0.1 -0.244
C -0.4678 -1.2766 3.5620 0.0 -0.1 0.0 -0.080
H -3.0752 0.3626 0.7560 0.0 0.0 0.0 0.056
H -3.3358 1.6503 1.9066 0.0 0.0 -0.1 0.074
H -1.7622 0.8911 1.8163 0.0 0.0 0.0 0.073
H -4.3835 -0.3999 2.7624 0.0 0.0 0.0 0.115
H -3.0357 0.0368 3.8002 0.0 0.0 0.0 0.099
H -3.0778 -3.6717 2.9513 0.0 0.0 0.0 0.107
H -4.4891 -2.6509 3.1165 0.0 0.0 0.0 0.107
H -2.2245 -2.9734 5.1497 0.0 0.0 0.0 0.049
H -3.9320 -3.3608 5.3256 0.0 0.0 0.0 0.065
H -3.4187 -1.6762 5.2599 0.0 0.0 0.0 0.064
H -1.0500 -1.2150 1.5025 0.0 0.0 0.0 0.101
H -1.1007 -2.8165 2.1850 0.0 0.0 0.0 0.109
H -0.8001 -0.3070 3.9341 0.0 0.0 0.0 0.070
H 0.5626 -1.1572 3.2215 0.0 0.0 0.0 0.058
H -0.4575 -1.9778 4.3972 0.0 0.0 0.0 0.044
C 0.3142 2.5855 -4.2434 0.1 -0.1 0.0 -0.098
C 0.5780 3.1131 -5.6426 -0.1 0.1 0.0 -0.274
N -0.6500 3.4886 -6.3219 0.1 0.0 0.0 -0.198
C -0.4709 3.7699 -7.7302 0.0 0.0 0.0 -0.260
C 0.3843 4.9827 -8.1244 0.0 0.0 0.0 -0.092
C -1.5375 4.3856 -5.5868 -0.1 0.0 0.1 -0.228
C -0.9731 5.7341 -5.1283 -0.1 0.0 0.0 -0.074
H -0.4249 1.7828 -4.2868 0.0 0.0 0.0 0.071
H 1.2313 2.1907 -3.8019 0.0 0.0 0.0 0.076
H -0.0636 3.3585 -3.5742 0.0 0.0 0.0 0.076
H 1.0528 2.3340 -6.2478 0.0 0.0 0.0 0.113
H 1.3084 3.9376 -5.5725 0.0 0.0 0.0 0.100
H -1.4640 3.8761 -8.1763 0.0 0.0 0.0 0.109
H -0.0284 2.8762 -8.1847 0.0 0.0 0.0 0.105
H -0.1278 5.9239 -7.9280 0.0 0.0 0.0 0.053
H 0.6067 4.9448 -9.1938 0.0 0.0 0.0 0.063
H 1.3352 4.9955 -7.5899 0.0 0.0 0.0 0.062
H -1.9089 3.8596 -4.7061 0.0 0.0 0.0 0.082
H -2.4188 4.5486 -6.2118 0.0 0.0 0.0 0.117
H 0.0076 5.6226 -4.6617 0.0 0.0 0.0 0.065
H -1.6413 6.1617 -4.3797 0.0 0.0 0.0 0.077
H -0.8793 6.4509 -5.9454 0.0 0.0 0.0 0.050
C 6.4928 -3.8274 5.2322 0.0 0.0 0.0 -0.095
C 4.9767 -3.9322 5.1615 0.0 0.0 0.0 -0.280
N 4.3977 -3.1008 4.1224 0.0 -0.1 0.0 -0.201
C 2.9570 -2.9485 4.2344 -0.1 0.1 0.0 -0.249
C 2.0808 -4.1945 4.0587 0.0 0.0 0.0 -0.078
C 4.9148 -3.3169 2.7813 0.0 0.0 -0.1 -0.245
C 4.8169 -4.7310 2.1934 0.0 0.0 0.0 -0.083
H 6.8012 -2.7846 5.3196 0.0 0.0 0.0 0.079
H 6.8606 -4.3709 6.1039 0.0 0.0 0.0 0.070
H 6.9761 -4.2553 4.3532 0.0 0.0 0.0 0.062
H 4.5550 -3.5898 6.1108 0.0 0.0 0.0 0.116
H 4.7003 -4.9957 5.0699 0.0 0.0 0.0 0.101
H 2.6439 -2.1895 3.5142 0.0 0.0 0.0 0.098
H 2.7552 -2.5218 5.2220 0.0 0.0 0.0 0.113
H 2.0232 -4.5108 3.0176 0.0 0.0 0.0 0.058
H 1.0627 -3.9741 4.3849 0.0 0.0 0.0 0.057
H 2.4423 -5.0352 4.6531 0.0 0.0 0.0 0.065
H 5.9650 -3.0150 2.7724 0.0 0.0 0.0 0.100
H 4.4038 -2.6119 2.1213 0.0 0.0 0.0 0.116
H 5.1432 -5.4882 2.9086 0.0 0.0 0.0 0.064
H 5.4631 -4.8088 1.3168 0.0 0.0 0.0 0.070
H 3.8053 -4.9808 1.8774 0.0 0.0 0.0 0.054
```
Forces are in eV/Å.

---

2.
C46H56BN8O2S4Tc | ωB97M-V/def2-TZVPD

## Properties
HOMO energy (alpha / beta): -0.3418 / -0.3419 Ha
Kohn-Sham gap (alpha / beta): 6.704 / 6.006 eV
E_LUMO (alpha / beta): -0.095 / -0.121 Eh
2S+1: 4
E: -4073.517275 Ha
Net charge: +1

The geometry in XYZ format:
```
118
Properties=species:S:1:pos:R:3:forces:R:3:lowdin_charge:R:1
Tc 0.5518 1.0562 -0.1687 0.1 0.5 0.1 0.890
C 4.8049 -1.9954 1.1637 0.0 0.0 0.0 -0.028
C 3.4308 -2.6518 1.0767 0.0 0.0 0.1 -0.524
C 2.7902 -2.4839 -0.2961 0.0 0.0 0.0 -0.027
C 3.5645 -4.1427 1.3693 0.0 0.0 0.0 -0.045
N 2.5451 -2.0448 2.1380 -0.1 0.0 -0.1 0.032
C 2.0331 -2.7416 3.2097 -0.1 0.0 0.1 -0.011
C 1.3193 -1.8717 3.9555 0.0 -0.1 0.0 -0.026
N 1.3879 -0.6404 3.3528 0.0 0.0 -0.1 0.032
B 0.5958 0.5613 3.9410 0.0 -0.1 0.0 -0.552
N 1.2772 1.9264 3.6842 0.0 0.0 -0.1 0.031
C 2.2901 2.3492 4.5098 0.1 0.1 0.0 -0.026
C 2.7105 3.5536 4.0728 0.0 -0.1 0.1 -0.015
N 1.9506 3.8799 2.9690 0.0 -0.1 -0.1 0.026
C 1.0956 2.8584 2.7379 -0.1 0.0 0.0 -0.634
S -0.0787 2.7688 1.4659 0.1 0.1 -0.1 0.714
C 2.0832 5.1708 2.2045 0.0 -0.1 0.0 -0.533
C 2.4689 4.8743 0.7583 0.0 0.0 0.0 -0.044
C 3.1913 6.0005 2.8470 0.0 0.0 0.0 -0.049
C 0.7696 5.9423 2.3053 0.0 0.0 0.0 -0.033
N -0.9004 0.4912 3.5220 0.0 0.0 0.0 0.040
C -1.8844 0.8127 4.4300 -0.1 0.0 0.0 -0.029
C -3.0622 0.3718 3.9485 0.1 0.0 0.1 -0.023
N -2.8126 -0.2324 2.7302 0.0 0.0 0.0 0.024
C -1.4844 -0.1176 2.4766 0.1 0.0 -0.2 -0.587
S -0.7122 -0.7164 1.0424 -0.1 0.0 0.1 0.795
C -3.8169 -1.0974 2.0077 0.0 0.0 0.1 -0.527
C -5.1405 -1.0201 2.7651 0.0 0.0 -0.1 -0.049
C -4.0470 -0.6146 0.5810 -0.1 0.0 0.0 -0.039
C -3.3178 -2.5421 2.0319 0.0 0.0 0.0 -0.030
C 2.1130 -0.7715 2.2330 0.2 0.1 -0.1 -0.626
S 2.4962 0.5418 1.1551 0.0 -0.3 -0.1 0.633
H 5.4599 -2.4575 0.4259 0.0 0.0 0.0 0.097
H 5.2443 -2.1435 2.1510 0.0 0.0 0.0 0.094
H 4.7570 -0.9303 0.9502 0.0 0.0 0.0 0.050
H 3.3359 -3.1057 -1.0065 0.0 0.0 0.0 0.094
H 2.8298 -1.4579 -0.6519 0.0 0.0 0.0 0.050
H 1.7525 -2.8089 -0.2904 -0.1 0.0 0.0 0.077
H 4.2008 -4.5719 0.5979 0.0 0.0 0.0 0.096
H 2.6026 -4.6534 1.3233 0.0 0.0 0.0 0.091
H 4.0393 -4.3369 2.3315 0.0 0.0 0.0 0.089
H 2.2238 -3.7835 3.3677 0.0 0.0 0.0 0.119
H 0.7757 -2.0218 4.8695 0.0 0.0 0.1 0.132
H 0.6084 0.4071 5.1328 0.0 0.0 0.0 0.128
H 2.6146 1.7622 5.3483 0.0 0.0 0.0 0.132
H 3.4644 4.2017 4.4704 0.0 0.0 0.0 0.118
H 3.3400 4.2208 0.7151 0.0 0.0 0.0 0.089
H 2.7186 5.8143 0.2660 0.0 0.0 0.0 0.098
H 1.6614 4.4003 0.2087 0.0 0.0 0.0 0.028
H 4.1591 5.5031 2.7917 0.0 0.0 0.0 0.094
H 2.9701 6.2534 3.8836 0.0 0.0 0.0 0.091
H 3.2683 6.9331 2.2910 0.0 0.0 0.0 0.097
H -0.0532 5.4001 1.8476 0.0 0.0 0.0 0.041
H 0.8816 6.8936 1.7856 0.0 0.0 0.0 0.096
H 0.5239 6.1500 3.3471 0.0 0.0 0.0 0.095
H -1.6559 1.3096 5.3537 0.0 0.0 0.1 0.130
H -4.0391 0.4199 4.3837 0.0 0.0 0.0 0.116
H -5.5356 -0.0046 2.7998 0.0 0.0 0.0 0.093
H -5.0600 -1.4127 3.7779 0.0 0.0 0.0 0.091
H -5.8626 -1.6345 2.2305 0.0 0.0 0.0 0.096
H -4.4031 0.4156 0.5791 0.0 0.0 0.0 0.081
H -4.8210 -1.2382 0.1337 0.0 0.0 0.0 0.100
H -3.1552 -0.6995 -0.0330 0.0 0.0 0.0 0.043
H -3.0960 -2.8552 3.0531 0.0 0.0 0.0 0.097
H -2.4326 -2.6792 1.4148 0.0 0.0 0.0 0.047
H -4.1044 -3.1886 1.6423 0.0 0.0 0.0 0.095
C -2.6486 2.1502 -0.4557 0.0 0.0 0.0 -0.069
C -1.7736 2.8610 -1.4326 0.0 0.0 -0.1 -0.319
C -2.3855 3.7845 -2.3127 0.1 0.0 0.0 -0.001
C -1.6472 4.3972 -3.2719 0.0 0.0 0.0 0.020
C -0.2681 4.1102 -3.3797 0.0 0.0 0.0 -0.150
C 0.5417 4.6887 -4.3816 0.0 0.0 0.1 -0.026
C 1.8681 4.3708 -4.4515 0.0 0.0 0.0 -0.059
C 2.4320 3.4832 -3.5205 0.0 0.0 0.0 -0.092
C 1.6724 2.9140 -2.5259 -0.1 0.0 0.1 -0.563
S 2.4278 1.8618 -1.3491 -0.1 0.1 0.0 0.614
C 0.2909 3.2096 -2.4517 0.1 0.0 0.0 -0.227
N -0.4814 2.5995 -1.4851 -0.1 -0.2 0.0 -0.001
H -3.5837 1.8798 -0.9462 0.0 0.0 0.0 0.092
H -2.8821 2.7902 0.3979 0.0 0.0 0.0 0.091
H -2.1813 1.2407 -0.0855 0.0 0.0 0.0 0.002
H -3.4457 3.9669 -2.2142 0.0 0.0 0.0 0.123
H -2.0997 5.0963 -3.9641 0.0 0.0 0.0 0.128
H 0.0927 5.3758 -5.0852 0.0 0.0 0.0 0.117
H 2.4937 4.8003 -5.2210 0.0 0.0 0.0 0.113
H 3.4846 3.2421 -3.5789 0.0 0.0 0.0 0.109
C 2.1703 -5.1570 -3.4147 0.0 0.0 0.0 -0.051
C 0.8886 -5.1097 -2.6246 0.0 0.1 0.0 -0.231
C 0.7655 -5.9071 -1.4948 -0.1 0.0 0.1 -0.064
C -0.4041 -5.8995 -0.7482 0.1 0.0 0.0 -0.084
C -1.4335 -5.0565 -1.1090 0.0 0.0 -0.1 -0.039
C -1.3158 -4.2379 -2.2303 -0.1 -0.2 0.1 -0.226
N -2.4301 -3.4143 -2.5141 -0.1 -0.1 -0.1 0.112
C -2.5185 -2.1821 -3.1368 0.0 0.0 0.1 -0.208
C -3.6364 -1.9641 -3.9599 0.0 0.0 0.0 -0.022
C -3.8358 -0.7676 -4.6108 0.0 0.0 0.0 -0.074
C -2.9056 0.2616 -4.4864 0.1 0.0 0.0 -0.081
C -1.8213 0.0759 -3.6556 0.0 0.0 0.0 -0.022
C -1.6237 -1.1122 -2.9414 0.0 0.0 0.1 -0.084
C -0.5384 -1.1828 -1.9231 0.4 0.1 -0.2 -0.576
O -0.2720 -2.1892 -1.3032 -0.1 0.5 0.3 0.013
O 0.1376 -0.0461 -1.7603 -0.1 -0.2 -0.1 -0.304
C -0.1706 -4.2831 -3.0269 0.0 -0.2 -0.2 -0.167
C -0.0699 -3.4925 -4.3008 0.0 0.0 0.0 -0.008
H 2.9180 -5.7458 -2.8861 0.0 0.0 0.0 0.073
H 2.5803 -4.1600 -3.5815 0.0 0.0 0.0 0.081
H 2.0231 -5.6139 -4.3953 0.0 0.0 0.0 0.085
H 1.5885 -6.5488 -1.2075 0.0 0.0 0.0 0.104
H -0.5030 -6.5338 0.1229 0.0 0.0 0.0 0.101
H -2.3327 -4.9952 -0.5080 0.0 0.0 0.0 0.106
H -3.3103 -3.9014 -2.4511 0.0 0.0 -0.1 0.139
H -4.3366 -2.7789 -4.1017 0.0 0.0 0.0 0.115
H -4.7038 -0.6465 -5.2458 0.0 0.0 0.0 0.108
H -3.0256 1.1856 -5.0349 0.0 0.0 0.0 0.100
H -1.0854 0.8569 -3.5417 0.1 0.1 0.0 0.104
H -1.0311 -3.4412 -4.8112 0.0 0.0 0.0 0.090
H 0.6420 -3.9476 -4.9857 0.0 0.0 0.0 0.075
H 0.2573 -2.4640 -4.1281 0.0 0.0 0.0 0.090
```
Forces are in eV/Å.

---

Q: What is the net charge in the first record?
A: -1

---

Q: The highest 2S+1 belongs to which entry?
A: C46H56BN8O2S4Tc